(1)
# C22H21Co2N2O7

C22H21Co2N2O7 as an isolated structure (the ωB97M-V functional and the def2-TZVPD basis, the OMol25 dataset).

For the relative energy (zero: lowest compared OMol25 entry of this formula, charge and spin), the calculation gives 14.7 kcal/mol. As for the molecular weight: 543.28 u. The HOMO energy is -0.122 hartree. Its charge is -1. The value obtained for the largest force on an atom is 5.24 eV/Å.

Geometry as XYZ:
```
54
C22H21Co2N2O7, DFT the ωB97M-V functional and the def2-TZVPD basis
O -0.885 1.682 1.264
C -0.510 1.184 0.278
Co 0.249 0.378 -1.065
C 1.633 -0.514 -0.422
O 2.644 -0.991 -0.110
C -0.555 -1.099 -1.657
O -0.905 -2.097 -2.123
C 1.100 1.879 -1.960
C 2.198 2.628 -1.359
C 2.173 2.979 0.001
C 3.221 3.694 0.576
C 4.305 4.112 -0.202
C 4.345 3.767 -1.560
C 3.302 3.039 -2.138
C 0.947 1.344 -3.266
C 1.557 0.609 -4.210
Co -0.525 2.093 -2.693
C -1.735 2.726 -1.525
O -2.643 3.188 -0.977
C -1.502 0.844 -3.469
O -2.157 0.114 -4.084
C -0.711 3.382 -3.880
O -0.880 4.185 -4.695
H 1.324 2.673 0.609
H 3.178 3.924 1.639
H 5.108 4.702 0.242
H 5.196 4.065 -2.174
H 3.331 2.760 -3.193
H 1.046 0.471 -5.167
H 2.588 0.250 -4.099
C 1.512 -3.455 2.512
N 0.219 -2.819 2.685
C -0.346 -2.915 4.021
C -0.362 -2.213 1.619
C -1.792 -1.705 1.760
C -2.766 -2.768 2.333
C -4.111 -2.489 1.652
C -3.845 -1.293 0.704
N -2.398 -1.331 0.502
O 0.276 -2.122 0.555
H 2.068 -2.958 1.716
H 2.061 -3.382 3.456
H 1.388 -4.523 2.277
H -0.948 -2.032 4.274
H -0.951 -3.828 4.142
H 0.478 -2.982 4.736
H -1.741 -0.829 2.454
H -2.423 -3.783 2.084
H -2.825 -2.676 3.421
H -4.425 -3.378 1.093
H -4.890 -2.252 2.382
H -4.404 -1.385 -0.237
H -4.177 -0.359 1.214
H -2.036 -0.491 0.064
```

=====

(2)
# C3H5ClP

An isolated ion of composition C3H5ClP and charge +1 (the ωB97M-V functional and the def2-TZVPD basis, the OMol25 dataset).

For the relative energy (zero: lowest compared OMol25 entry of this formula, charge and spin), the calculation gives 48.2 kcal/mol. As for the molecular weight: 107.50 u. The HOMO energy is -0.568 hartree. Its charge is +1. The value obtained for the largest force on an atom is 4.18 eV/Å.

Geometry as XYZ:
```
10
C3H5ClP, DFT the ωB97M-V functional and the def2-TZVPD basis
C 0.575 -0.356 -1.827
C -0.327 0.549 -1.808
C -0.772 0.328 1.010
P -0.553 -0.656 -0.475
Cl -2.752 -1.938 -1.036
H 1.408 -0.894 -2.419
H -0.538 1.484 -2.305
H -1.768 0.921 1.011
H 0.091 0.919 1.130
H -0.848 -0.252 1.904
```

=====

(3)
# C36H58N5O2PdSi4Te

C36H58N5O2PdSi4Te as an isolated structure (the ωB97M-V functional and the def2-TZVPD basis, the OMol25 dataset).

For the relative energy (zero: lowest compared OMol25 entry of this formula, charge and spin), the calculation gives 0.0 kcal/mol. As for the molecular weight: 939.26 u. As for the multiplicity: 5. The HOMO energy (alpha / beta) is -0.574 / -0.590 hartree. Its expectation value of S² is 6.0217. Its charge is +3. The value obtained for the largest force on an atom is 0.38 eV/Å.

Geometry as XYZ:
```
107
C36H58N5O2PdSi4Te, DFT the ωB97M-V functional and the def2-TZVPD basis
Pd -1.994 -0.397 0.111
C -2.562 -1.480 4.514
O -2.884 -2.613 3.640
C -2.657 -2.179 2.415
N -2.052 -1.061 2.266
C -1.682 -0.592 3.628
C -1.808 0.910 3.739
C -0.866 1.673 3.041
C -0.893 3.057 3.093
C -1.871 3.702 3.846
C -2.802 2.954 4.547
C -2.768 1.562 4.500
C -3.135 -2.971 1.260
C -3.793 -4.189 1.310
C -4.199 -4.752 0.104
C -3.959 -4.095 -1.097
C -3.301 -2.876 -1.046
N -2.898 -2.359 0.106
C -2.995 -1.999 -2.197
N -2.491 -0.830 -2.055
C -2.404 -0.239 -3.419
C -2.661 -1.460 -4.317
O -3.262 -2.435 -3.410
C -1.125 0.514 -3.706
C -0.535 1.315 -2.730
C 0.562 2.106 -3.036
C 1.084 2.111 -4.323
C 0.505 1.315 -5.298
C -0.592 0.519 -4.990
H -2.067 -1.863 5.399
H -3.513 -1.024 4.783
H -0.630 -0.856 3.780
H -0.091 1.169 2.472
H -0.142 3.635 2.569
H -1.888 4.783 3.905
H -3.550 3.449 5.151
H -3.495 1.009 5.081
H -3.985 -4.675 2.256
H -4.715 -5.703 0.103
H -4.281 -4.508 -2.043
H -3.241 0.463 -3.501
H -1.739 -1.907 -4.689
H -3.354 -1.288 -5.133
H -0.958 1.361 -1.735
H 0.992 2.746 -2.275
H 1.924 2.747 -4.568
H 0.893 1.322 -6.308
H -1.043 -0.070 -5.780
C 2.799 -0.032 3.357
Si 3.518 0.644 1.785
C 2.649 2.180 1.188
C 5.358 0.843 1.812
Si 3.117 -0.941 -0.058
Te 0.697 -1.162 -0.162
Si 3.884 -0.458 -2.307
C 4.029 1.395 -2.365
C 5.560 -1.250 -2.435
C 2.622 -1.156 -3.477
Si 3.797 -3.242 0.721
C 5.589 -3.058 1.146
C 3.450 -4.275 -0.781
C 2.738 -3.710 2.168
H 2.872 0.744 4.126
H 3.343 -0.903 3.720
H 1.746 -0.295 3.248
H 2.748 2.949 1.962
H 1.587 2.015 0.997
H 3.110 2.568 0.279
H 5.599 1.609 2.557
H 5.745 1.189 0.852
H 5.888 -0.067 2.095
H 4.808 1.757 -1.692
H 3.089 1.890 -2.122
H 4.312 1.692 -3.380
H 6.233 -0.890 -1.654
H 6.003 -0.965 -3.394
H 5.535 -2.338 -2.401
H 1.645 -0.685 -3.343
H 2.518 -2.238 -3.373
H 2.953 -0.953 -4.500
H 6.186 -2.642 0.335
H 5.972 -4.064 1.350
H 5.741 -2.465 2.048
H 4.073 -4.013 -1.635
H 2.401 -4.228 -1.077
H 3.675 -5.315 -0.519
H 2.850 -3.027 3.009
H 3.058 -4.701 2.507
H 1.683 -3.773 1.898
C -1.924 4.131 -0.235
C -3.169 3.254 -0.227
C -4.240 3.840 0.689
C -3.699 3.072 -1.644
N -2.711 1.933 0.325
N -3.701 0.921 0.436
H -2.175 5.119 -0.618
H -1.148 3.704 -0.872
H -1.528 4.258 0.776
H -4.526 4.831 0.336
H -3.868 3.946 1.711
H -5.149 3.234 0.705
H -3.980 4.043 -2.049
H -4.605 2.459 -1.686
H -2.938 2.644 -2.296
H -2.329 2.083 1.258
H -4.332 0.952 -0.359
H -4.234 0.950 1.303
```